{"formula": "C23H44N6P2S2Tl", "method": "ωB97M-V with the def2-TZVPD basis set", "elements": ["Tl", "C", "C", "N", "N", "C", "N", "S", "C", "C", "C", "C", "C", "N", "H", "H", "H", "H", "H", "H", "H", "H", "H", "H", "C", "P", "C", "C", "C", "P", "C", "C", "H", "H", "H", "H", "H", "H", "H", "H", "H", "H", "H", "H", "H", "H", "H", "H", "S", "C", "N", "C", "C", "C", "N", "H", "H", "H", "H", "H", "H", "H", "H", "C", "C", "C", "C", "C", "H", "H", "H", "H", "H", "H", "H", "H", "H", "H"], "xyz": [[0.31832, -0.40037, 0.35533], [-4.15067, 2.09510, -0.30236], [-3.54179, 0.80044, 0.17787], [-2.62544, 0.74919, 1.14184], [-2.70316, 1.66375, 2.13001], [-1.63537, 2.02939, 2.87719], [-1.87313, 2.88535, 3.84733], [-0.06266, 1.50916, 2.61286], [-3.72533, -0.39934, -0.61125], [-4.88253, -0.46320, -1.45949], [-5.03178, -1.59657, -2.24000], [-4.06799, -2.61128, -2.08578], [-2.98441, -2.47395, -1.21964], [-2.79427, -1.35189, -0.51295], [-5.25063, 2.03603, -0.33079], [-3.86562, 2.30116, -1.33856], [-3.81165, 2.89955, 0.36129], [-3.64100, 2.05374, 2.28838], [-2.80237, 3.16860, 4.03145], [-1.13260, 3.12810, 4.46820], [-5.56421, 0.39871, -1.55642], [-5.84684, -1.79531, -2.90884], [-4.12996, -3.49494, -2.70562], [-2.19796, -3.27422, -1.11678], [4.07760, 0.24921, 2.05308], [3.24513, 0.07497, 0.41416], [4.41340, -1.18162, -0.28809], [3.69403, 1.55164, -0.56788], [3.17590, 2.87959, 0.05324], [1.32164, 3.05662, 0.22126], [0.70138, 3.24032, -1.34054], [1.12014, 4.73795, 0.88654], [4.96913, 0.91559, 1.94630], [4.37754, -0.75825, 2.39459], [3.36492, 0.71709, 2.75249], [5.44347, -0.81950, -0.20752], [4.23043, -1.25494, -1.36873], [4.27838, -2.14609, 0.23277], [3.25268, 1.36646, -1.57232], [4.77767, 1.52410, -0.73030], [3.53319, 3.75261, -0.48280], [3.56020, 2.93628, 1.09761], [1.40657, 3.20785, -2.20433], [-0.32039, 2.95949, -1.55028], [1.15172, 1.10885, -2.24009], [1.51360, 5.40871, 0.08252], [1.69820, 4.87603, 1.83621], [0.06647, 5.00752, 1.08890], [0.39781, -3.30589, 0.54200], [0.17940, -3.38279, 2.23523], [-1.03990, -3.41548, 2.79568], [-1.21327, -3.82780, 4.20786], [-0.09232, -3.18330, 5.05704], [1.27478, -3.53963, 4.50098], [1.26046, -3.46262, 3.02808], [-1.80398, -3.46598, 2.11880], [-1.24970, -4.90788, 4.30246], [-2.17763, -3.43478, 4.53774], [-0.18157, -3.49445, 6.09348], [-0.19259, -2.05798, 5.04634], [1.65532, -4.54943, 4.83834], [2.03346, -2.82825, 4.83924], [2.16937, -3.55041, 2.55374], [-0.74826, 0.91434, -4.20428], [0.52604, 0.03049, -4.14137], [0.38452, -1.48674, -4.25080], [1.54892, 0.53198, -5.16433], [1.19810, 0.17128, -2.80470], [-1.17503, 0.86312, -5.24078], [-0.50639, 1.95412, -4.06944], [-1.57559, 0.59568, -3.51463], [-0.06753, -1.84670, -5.19283], [-0.20760, -1.92717, -3.41524], [1.40139, -1.93569, -4.23351], [1.13168, 0.39797, -6.16630], [2.44091, -0.10462, -5.22643], [1.80204, 1.60738, -5.06951], [1.77722, -0.62646, -2.41299]], "forces_ev_per_angstrom": [[-0.9, 0.2, -0.7], [-0.9, -0.2, 0.8], [2.7, 1.4, 1.7], [-2.0, -1.6, -1.7], [-0.8, 1.3, -0.2], [1.0, -1.2, -0.9], [-0.4, 0.6, 0.5], [-0.4, -0.1, 0.7], [-0.8, -0.5, -1.4], [0.9, 0.2, 0.2], [1.1, -0.8, 0.9], [-0.1, 0.1, -0.3], [0.4, 0.1, -0.2], [-0.6, -0.6, -0.1], [0.3, 0.3, 0.3], [0.3, -0.1, 0.2], [-0.3, 0.0, -0.5], [0.8, 0.1, 0.2], [-0.7, 0.5, 0.4], [0.2, 0.1, 0.2], [0.4, -0.7, 0.2], [-0.3, 0.3, -0.2], [-0.1, -0.1, 0.1], [-0.9, 0.9, -0.1], [0.1, 0.9, -0.2], [0.7, -0.9, 0.3], [-0.3, 0.4, -0.4], [-0.5, 0.3, -0.4], [0.1, -0.1, 0.5], [0.7, -0.9, 1.0], [0.6, -0.3, -2.3], [0.7, 1.1, 0.5], [-0.5, -0.6, 0.2], [-0.2, 0.6, 0.0], [0.4, -0.3, 0.0], [0.0, -0.1, 0.3], [-0.1, -0.4, 0.3], [0.1, 0.4, -0.5], [0.1, 0.2, 0.5], [0.0, 0.4, 0.2], [0.4, 0.1, -0.2], [-0.2, 0.2, -0.6], [-0.7, 0.0, 0.6], [-0.2, 0.3, -0.1], [0.0, -0.5, -0.3], [-0.3, -0.2, 0.9], [-0.4, -0.1, -0.8], [0.5, -0.3, -0.2], [-0.1, -0.4, 0.4], [0.4, -0.4, -0.3], [0.1, -0.3, 0.1], [0.0, 1.2, -0.2], [-0.3, 0.8, -0.5], [0.7, -0.7, -0.1], [0.6, -0.1, 0.2], [0.4, 0.1, 0.6], [0.2, -0.2, 0.0], [0.1, -0.1, 0.0], [0.0, -0.1, 0.1], [-0.1, -1.1, -0.1], [-0.7, 0.8, -0.4], [-0.2, 0.0, 0.1], [-1.0, 0.2, 0.2], [-0.9, -1.4, -1.1], [0.7, 0.2, 1.4], [-0.6, -1.0, -0.7], [-0.1, 0.0, -1.2], [-0.7, 1.5, 0.3], [0.3, -0.1, 0.8], [0.2, 0.4, 0.4], [0.9, 0.3, -0.4], [0.0, 0.3, 0.3], [0.4, 0.4, -0.5], [-0.6, 0.2, 0.1], [-0.2, 0.2, -0.1], [0.0, 0.4, 0.6], [0.0, -0.7, 0.2], [0.5, -0.6, 0.3]], "lumo_energy_ev": [-2.712, -2.597], "total_energy_ha": -2882.5549, "fmax_ev_per_a": 3.53, "charge": 1, "e_homo_ev": [-9.16, -9.20], "relative_energy_ev": 3.501}

{"formula": "C23H44NOP3Sc", "method": "ωB97M-V with the def2-TZVPD basis set", "elements": ["Sc", "P", "P", "P", "H", "C", "C", "H", "C", "C", "C", "C", "C", "C", "C", "C", "C", "H", "H", "H", "H", "H", "H", "H", "H", "H", "H", "H", "H", "H", "H", "H", "H", "H", "H", "H", "H", "H", "H", "H", "H", "H", "H", "H", "H", "H", "C", "C", "C", "C", "C", "C", "O", "H", "H", "H", "H", "H", "H", "N", "C", "C", "C", "C", "C", "C", "H", "H", "H", "H", "H", "H", "H"], "xyz": [[-0.67544, 0.02871, 0.42802], [-0.56980, 1.48277, -1.73278], [-3.06445, -0.80555, -0.33468], [1.64198, 0.66616, 1.30905], [-0.89638, -2.82162, 0.23942], [-0.27098, -2.21570, 0.91685], [-0.78548, -1.62517, 2.08278], [-1.83125, -1.75454, 2.38671], [0.07573, 0.44244, -3.08604], [-2.02044, 2.18596, -2.58563], [0.59603, 2.89468, -1.79932], [-3.86501, -2.11136, 0.67433], [-4.48206, 0.34672, -0.49526], [-3.04236, -1.61481, -1.98164], [2.30788, -0.25938, 2.74321], [2.12472, 2.36809, 1.73960], [2.90747, 0.23152, 0.06860], [0.81083, -2.36244, 0.75947], [-0.13677, -1.28866, 2.90136], [0.18246, 1.04602, -3.99793], [-0.55857, -0.42701, -3.29741], [1.05065, 0.08264, -2.74533], [-1.67330, 2.64604, -3.52083], [-2.49408, 2.94979, -1.95680], [-2.75768, 1.40732, -2.81695], [0.61544, 3.30216, -2.82035], [1.61426, 2.60134, -1.51072], [0.25972, 3.68288, -1.11266], [-4.67165, -2.58530, 0.09933], [-4.28629, -1.66791, 1.58495], [-3.13400, -2.87182, 0.96704], [-5.30791, -0.17088, -1.00395], [-4.20983, 1.23704, -1.07661], [-4.82470, 0.66456, 0.49937], [-4.03133, -2.06755, -2.14271], [-2.27704, -2.40487, -1.99437], [-2.82025, -0.89783, -2.78508], [3.39994, -0.15228, 2.78624], [2.05316, -1.32241, 2.66644], [1.86720, 0.13884, 3.66473], [3.20884, 2.39087, 1.91278], [1.60660, 2.68049, 2.65559], [1.87620, 3.06493, 0.92874], [3.89716, 0.34344, 0.53172], [2.85891, 0.84335, -0.84210], [2.76381, -0.81344, -0.23395], [3.99603, -1.44939, -3.04261], [4.29520, -1.94195, -4.33176], [5.06724, -3.09831, -4.42143], [5.49339, -3.75482, -3.25801], [5.27268, -3.18606, -2.00081], [4.59063, -1.98016, -1.88978], [3.01097, -0.51007, -2.84976], [2.41703, -0.49789, -3.61890], [3.90399, -1.44002, -5.21867], [5.32353, -3.49316, -5.40812], [5.99691, -4.71482, -3.33439], [5.61961, -3.67794, -1.09668], [4.45889, -1.49730, -0.92476], [-1.66838, 1.76490, 1.52327], [-2.08502, 1.70148, 2.90427], [-3.18384, 0.92929, 3.26619], [-3.52815, 0.82647, 4.62035], [-2.77916, 1.50796, 5.58706], [-1.67789, 2.28928, 5.20255], [-1.32380, 2.38247, 3.84874], [-2.45815, 1.92145, 0.89573], [-1.01136, 2.52828, 1.35737], [-3.74465, 0.39597, 2.49468], [-4.38590, 0.22059, 4.91133], [-3.06992, 1.46202, 6.63648], [-1.09742, 2.84021, 5.95004], [-0.46440, 2.98330, 3.52437]], "forces_ev_per_angstrom": [[-1.2, 2.5, -0.1], [0.3, 0.7, -2.2], [-1.8, -0.6, -0.7], [2.6, 0.5, 0.6], [0.0, 0.6, 0.3], [-0.7, -0.9, 3.0], [1.2, -3.5, -0.9], [0.1, 0.4, -0.5], [0.2, -0.4, 0.4], [-0.5, 0.1, 0.5], [0.1, 0.1, 0.5], [0.3, 0.0, 0.3], [0.2, 0.4, 0.1], [0.4, 0.0, 0.0], [-0.5, -0.1, 0.2], [-0.5, 0.3, 0.0], [-0.4, -0.1, -0.3], [-0.3, 0.5, 0.1], [0.0, 0.3, -0.6], [0.0, -0.1, 0.3], [0.1, 0.2, 0.0], [-0.2, 0.0, -0.2], [-0.1, -0.1, 0.3], [0.0, -0.1, -0.3], [0.2, 0.2, 0.0], [0.0, -0.2, 0.3], [-0.3, 0.0, -0.1], [0.1, -0.1, -0.2], [0.2, 0.2, 0.1], [0.1, -0.1, -0.2], [-0.3, -0.1, -0.1], [0.2, 0.1, 0.2], [-0.2, -0.2, 0.1], [0.0, -0.1, -0.3], [0.3, 0.1, -0.1], [-0.3, 0.1, -0.1], [-0.1, -0.3, 0.2], [-0.3, 0.0, -0.1], [0.2, 0.1, 0.1], [0.1, -0.1, -0.1], [-0.3, 0.0, 0.0], [0.2, 0.0, -0.2], [0.1, -0.1, 0.2], [-0.2, 0.0, -0.1], [0.0, -0.2, 0.3], [0.1, 0.3, 0.0], [0.6, -1.2, -0.5], [-0.2, 0.1, 1.1], [0.1, -0.1, 0.2], [-0.1, 0.1, -0.1], [0.2, 0.1, -0.4], [-0.4, -0.1, -0.6], [-0.7, 0.9, -0.3], [0.9, -0.1, 0.0], [0.1, -0.2, 0.2], [-0.1, 0.1, 0.4], [0.0, 0.2, 0.0], [0.1, 0.0, -0.2], [0.0, -0.3, -0.3], [0.4, -0.5, -1.4], [0.2, -0.1, 0.7], [0.2, -0.2, 0.2], [0.2, 0.1, -0.2], [0.1, 0.2, -0.3], [-0.1, -0.1, -0.2], [0.0, -0.1, 0.4], [-0.2, 0.3, 0.2], [-0.2, 0.2, 0.3], [0.0, 0.2, 0.3], [0.2, 0.2, 0.0], [0.1, -0.1, -0.3], [-0.3, -0.3, -0.3], [-0.4, -0.1, 0.2]], "lumo_energy_ev": -11.648, "total_energy_ha": -2816.6079, "fmax_ev_per_a": 3.78, "charge": 3, "e_homo_ev": -14.73, "relative_energy_ev": 0.369}

{"formula": "C23H44NP3PdSe", "method": "ωB97M-V with the def2-TZVPD basis set", "elements": ["Pd", "P", "P", "P", "H", "C", "C", "H", "C", "C", "C", "C", "C", "C", "C", "C", "C", "H", "H", "H", "H", "H", "H", "H", "H", "H", "H", "H", "H", "H", "H", "H", "H", "H", "H", "H", "H", "H", "H", "H", "H", "H", "H", "H", "H", "H", "C", "C", "C", "C", "C", "C", "Se", "H", "H", "H", "H", "H", "H", "C", "C", "C", "C", "N", "C", "C", "H", "H", "H", "H", "H", "H", "H"], "xyz": [[-0.08214, -0.06211, 0.52221], [0.44622, 1.92502, 1.83241], [-2.37372, 0.43756, 0.05823], [2.11329, -0.32957, -0.23010], [-1.67942, -2.64485, -4.32438], [-0.80704, -3.11907, -3.85423], [-0.57686, -3.13015, -2.52703], [-1.34574, -2.78545, -1.82797], [0.40834, 3.50550, 0.87660], [-0.82882, 2.43098, 3.02959], [1.95215, 2.44832, 2.77148], [-2.91511, -0.68433, -1.27029], [-3.51412, 0.19626, 1.49158], [-2.66022, 2.16778, -0.48576], [2.29002, -1.64733, -1.47387], [3.24535, -0.87996, 1.09381], [2.94888, 1.24011, -0.69219], [-0.20727, -3.74137, -4.56156], [0.25598, -3.72013, -2.15093], [0.53935, 4.28935, 1.64756], [-0.53555, 3.67090, 0.35222], [1.23739, 3.55143, 0.16384], [-0.43457, 3.30862, 3.57841], [-1.07688, 1.63468, 3.74307], [-1.74149, 2.73439, 2.50247], [1.75708, 3.48822, 3.10693], [2.83219, 2.46913, 2.12583], [2.18287, 1.82469, 3.65095], [-4.00492, -0.67058, -1.40096], [-2.58704, -1.70244, -1.03048], [-2.45008, -0.35871, -2.20710], [-4.54850, 0.45015, 1.21772], [-3.18588, 0.82902, 2.33280], [-3.48592, -0.85666, 1.80306], [-3.69406, 2.26887, -0.86742], [-1.96346, 2.42571, -1.29704], [-2.54958, 2.86824, 0.35071], [3.35670, -1.87955, -1.58660], [1.86125, -1.35015, -2.44145], [1.75556, -2.53887, -1.12382], [4.20529, -1.12745, 0.61872], [2.84386, -1.76556, 1.59786], [3.38932, -0.07650, 1.82563], [3.97068, 1.00579, -1.01669], [3.00707, 1.91546, 0.17523], [2.40384, 1.74537, -1.49587], [0.40239, 2.16141, -4.26639], [0.29407, 0.84712, -3.75424], [0.59653, -0.24664, -4.56872], [0.99530, -0.07640, -5.89061], [1.10911, 1.22367, -6.40500], [0.80719, 2.34741, -5.60777], [0.02344, 3.68823, -3.16889], [1.49196, 3.78150, -2.95216], [-0.00027, 0.72986, -2.70964], [0.50976, -1.25919, -4.16380], [1.17944, -0.95006, -6.51419], [1.47069, 1.38240, -7.42127], [0.86523, 3.35513, -6.01400], [-1.08864, -3.64286, 5.82639], [-0.82732, -2.82917, 4.60178], [0.09805, -1.79846, 4.66728], [0.38173, -1.12450, 3.48291], [-0.21951, -1.43452, 2.31924], [-0.98779, -2.52878, 2.24312], [-1.45112, -3.14995, 3.41091], [-0.27841, -4.36819, 6.00915], [-1.19249, -3.02552, 6.72934], [-2.01198, -4.21867, 5.70978], [0.53742, -1.50712, 5.60983], [1.11670, -0.32767, 3.47808], [-1.28078, -2.94876, 1.28251], [-2.29503, -3.84100, 3.46318]], "forces_ev_per_angstrom": [[-0.1, -0.6, 2.2], [0.2, 2.7, 0.8], [-2.3, 0.6, -0.5], [2.2, -0.2, -0.4], [0.3, -0.1, 0.4], [0.0, -0.7, 0.1], [-0.5, -0.6, -1.2], [0.6, 0.1, -0.3], [0.0, -0.2, -0.4], [-0.5, -0.5, 0.4], [0.4, -0.7, 0.4], [0.3, 0.1, 0.0], [0.9, -0.3, 0.3], [0.2, -0.2, -0.2], [-0.3, 0.3, -0.3], [-0.7, -0.1, 0.5], [-0.6, -0.1, -0.3], [-0.2, 0.8, 0.7], [-0.2, 0.1, 0.1], [-0.1, -0.3, -0.6], [0.2, 0.0, 0.0], [-0.1, 0.1, 0.1], [-0.2, -0.5, -0.2], [0.0, 0.3, -0.1], [0.2, -0.1, 0.2], [0.0, -0.7, -0.1], [0.0, 0.0, 0.1], [-0.1, 0.2, -0.3], [0.1, 0.1, 0.2], [-0.3, 0.3, -0.1], [0.0, -0.2, 0.1], [0.3, 0.1, -0.2], [-0.2, -0.3, -0.3], [0.0, 0.3, 0.0], [0.3, -0.3, 0.2], [-0.2, 0.0, 0.3], [0.0, -0.2, -0.2], [-0.1, 0.1, 0.0], [0.2, -0.1, 0.4], [0.2, 0.2, 0.0], [-0.2, 0.1, 0.0], [0.2, 0.1, -0.1], [0.0, -0.2, -0.1], [-0.2, 0.0, 0.0], [-0.1, -0.4, -0.3], [0.2, 0.0, 0.0], [-0.2, -0.2, 0.4], [-0.1, -1.1, -0.6], [-0.7, 0.4, 2.6], [0.2, 0.5, -1.2], [0.1, 1.7, 0.1], [0.7, -1.2, -1.6], [0.5, -0.5, 0.1], [-0.3, 0.5, -0.2], [0.0, -0.2, -0.3], [0.0, 0.4, -0.1], [0.1, 0.2, 0.0], [-0.3, -0.1, 0.2], [0.1, -0.2, 0.0], [-0.6, -0.2, 0.4], [-0.1, -0.6, 1.5], [0.3, 0.6, -1.4], [-0.2, 0.2, 1.0], [1.0, 0.1, -1.1], [-1.4, -0.5, 0.8], [0.2, 0.4, -0.8], [-0.1, 0.3, -0.2], [0.2, -0.1, -0.3], [0.2, 0.0, 0.1], [0.3, 0.0, -0.1], [-0.2, 0.1, -0.1], [-0.1, 0.5, -0.1], [0.6, -0.2, -0.6]], "lumo_energy_ev": [-10.704, -15.542], "total_energy_ha": -4509.2628, "fmax_ev_per_a": 2.85, "charge": 4, "e_homo_ev": [-19.97, -20.08], "relative_energy_ev": 3.400, "s_squared": 6.026, "spin_multiplicity": 5}